# 1
The following is a quantum chemistry calculation of C40H76F12N6O12S4Y as an isolated structure at a distorted geometry, from OMol25.

Calculated values
* frontier orbital gap: 0.86 eV
* calculated total energy: -153183.2913 eV
* LUMO energy: -9.0 eV
* net charge: +1

Geometry as XYZ:
```
151
Properties=species:S:1:pos:R:3:lowdin_charge:R:1
Y -2.747 5.086 -4.931 1.4165
C -5.902 -0.566 -6.672 -0.5806
F -5.493 -1.591 -7.425 0.1516
F -7.183 -0.586 -6.462 0.1742
F -5.251 -0.649 -5.458 0.0898
S -5.276 1.172 -7.493 0.6478
O -3.958 1.445 -6.931 -0.4051
O -5.283 1.133 -8.958 -0.3015
N -6.116 2.471 -6.792 -0.2989
S -7.424 2.464 -7.622 0.5460
O -7.622 3.765 -8.242 -0.2952
O -7.854 1.347 -8.487 -0.3079
C -8.735 2.250 -6.247 -0.6821
F -8.316 1.524 -5.257 0.1541
F -8.915 3.436 -5.698 0.1212
F -9.915 1.844 -6.797 0.1200
C 0.694 0.470 -1.891 -0.6640
F 1.719 0.068 -1.206 0.1630
F 1.091 0.405 -3.137 0.1625
F -0.309 -0.372 -1.501 0.1179
S 0.415 2.328 -1.497 0.6667
O 1.169 2.713 -0.344 -0.2778
O 0.743 3.103 -2.704 -0.3806
N -1.372 2.455 -1.508 -0.2767
S -1.671 2.244 0.075 0.6094
O -0.728 1.461 0.886 -0.3051
O -2.201 3.522 0.640 -0.3325
C -3.243 1.125 0.187 -0.6970
F -4.253 1.378 -0.665 0.1277
F -2.788 -0.073 -0.092 0.1324
F -3.658 1.158 1.420 0.1741
C 5.805 5.321 8.430 -0.0281
C 5.072 6.331 7.460 -0.4650
C 5.379 5.830 6.062 -0.1696
C 4.593 6.412 4.898 -0.1683
C 3.098 6.289 5.247 -0.1250
C 2.608 6.739 6.705 -0.4914
N 3.629 6.185 7.603 -0.0267
O 3.240 6.381 8.996 0.0137
C 2.441 8.243 6.669 -0.0194
C 1.219 6.068 6.826 -0.0241
C 5.606 7.792 7.793 -0.0001
H 5.831 5.775 9.420 0.0738
H 6.812 4.947 8.246 0.0921
H 5.144 4.498 8.702 0.0756
H 6.412 6.016 5.772 0.1282
H 5.126 4.771 6.123 0.1250
H 4.958 5.894 4.011 0.1230
H 4.801 7.482 4.930 0.1006
H 2.743 5.264 5.148 0.1118
H 2.705 6.871 4.414 0.1187
H 3.360 8.666 6.265 0.0757
H 1.553 8.415 6.061 0.0910
H 2.152 8.606 7.656 0.0930
H 0.633 6.310 7.714 0.0859
H 0.662 6.336 5.928 0.0936
H 1.530 5.026 6.902 0.0860
H 5.097 8.310 8.605 0.0814
H 5.498 8.413 6.905 0.0645
H 6.621 7.836 8.190 0.0815
H 3.185 5.489 9.348 0.1012
C -4.567 -7.084 1.028 -0.0537
C -5.058 -8.388 1.453 -0.5173
C -3.877 -9.295 1.103 -0.1887
C -2.795 -9.354 2.146 -0.1534
C -3.559 -9.784 3.440 -0.1422
C -4.648 -8.912 3.952 -0.5156
N -5.495 -8.646 2.813 0.0148
O -6.809 -7.987 3.151 0.0202
C -5.228 -9.777 5.122 -0.0219
C -4.043 -7.615 4.539 -0.0020
C -6.219 -8.849 0.479 -0.0039
H -3.540 -6.849 1.308 0.0826
H -5.145 -6.279 1.482 0.0986
H -4.563 -6.865 -0.040 0.1006
H -4.249 -10.299 0.897 0.1189
H -3.413 -9.038 0.151 0.1297
H -2.196 -8.458 1.986 0.1045
H -2.036 -10.023 1.740 0.1144
H -2.836 -9.898 4.247 0.1265
H -4.010 -10.759 3.256 0.1253
H -6.225 -9.481 5.448 0.0786
H -5.448 -10.826 4.922 0.0795
H -4.524 -9.861 5.950 0.0905
H -4.841 -6.915 4.786 0.0929
H -3.303 -7.677 5.338 0.0885
H -3.341 -7.305 3.765 0.0716
H -6.440 -9.875 0.772 0.0833
H -5.863 -8.733 -0.545 0.0921
H -7.146 -8.315 0.686 0.0777
H -7.397 -8.746 3.179 0.0973
C 3.929 -5.123 4.285 -0.0198
C 5.066 -5.201 5.368 -0.4470
C 4.439 -5.416 6.795 -0.1207
C 4.245 -6.878 7.162 -0.1719
C 5.390 -7.849 6.814 -0.1364
C 6.015 -7.587 5.483 -0.4683
N 6.151 -6.165 5.073 -0.0640
O 6.649 -5.928 3.792 0.0401
C 7.472 -8.118 5.540 -0.0265
C 5.258 -8.436 4.408 -0.0215
C 5.645 -3.743 5.353 -0.0396
H 4.193 -4.697 3.317 0.0815
H 3.053 -4.628 4.702 0.0870
H 3.614 -6.104 3.928 0.0665
H 5.191 -4.910 7.401 0.1085
H 3.590 -4.760 6.990 0.1223
H 3.304 -7.273 6.778 0.1069
H 3.912 -6.965 8.197 0.1118
H 4.932 -8.838 6.799 0.1275
H 6.035 -7.848 7.692 0.1232
H 8.225 -7.410 5.887 0.0908
H 7.648 -8.832 6.345 0.0794
H 7.674 -8.736 4.665 0.0826
H 5.586 -9.474 4.445 0.0871
H 4.180 -8.306 4.508 0.0804
H 5.558 -8.303 3.369 0.0846
H 6.413 -3.678 6.123 0.0811
H 4.847 -3.087 5.701 0.0879
H 6.032 -3.339 4.417 0.0838
H 7.403 -5.421 4.101 0.1186
C -0.242 5.283 -12.325 -0.0423
C 0.166 6.084 -11.118 -0.4350
C 1.046 7.330 -11.634 -0.1264
C 0.141 8.418 -12.239 -0.1568
C -0.921 8.767 -11.194 -0.1317
C -1.875 7.647 -10.567 -0.4264
N -0.922 6.504 -10.211 -0.0338
O -0.340 6.736 -8.938 -0.0368
C -2.642 8.374 -9.431 -0.0474
C -2.961 7.113 -11.521 -0.0244
C 1.302 5.150 -10.306 -0.0027
H -0.761 4.377 -12.011 0.0968
H 0.695 4.893 -12.721 0.0877
H -0.822 5.828 -13.070 0.0824
H 1.668 7.667 -10.805 0.1100
H 1.683 7.013 -12.460 0.1212
H -0.344 8.234 -13.198 0.1157
H 0.898 9.192 -12.361 0.1173
H -1.629 9.467 -11.635 0.1166
H -0.628 9.366 -10.331 0.1111
H -3.220 9.257 -9.703 0.0978
H -3.351 7.588 -9.170 0.0798
H -2.132 8.747 -8.543 0.0743
H -2.999 6.031 -11.395 0.0865
H -3.976 7.427 -11.280 0.0856
H -2.802 7.247 -12.591 0.0834
H 1.866 5.764 -9.604 0.0628
H 2.030 4.627 -10.926 0.0814
H 0.775 4.382 -9.741 0.0774
H 0.327 7.381 -9.182 0.0821
```



# 2
The following is a quantum chemistry calculation of C51H41N6ORbSSb as an isolated structure at a distorted geometry, from OMol25.

Calculated values
* frontier orbital gap: 5.47 eV
* calculated total energy: -82571.2568 eV
* LUMO energy: 1.9 eV
* net charge: -1

Geometry as XYZ:
```
102
Properties=species:S:1:pos:R:3:lowdin_charge:R:1
Rb -1.065 0.127 0.430 0.6599
C 0.760 -1.573 4.808 -0.0645
C 0.070 -1.599 3.587 -0.1587
N -0.942 -0.811 3.317 0.0651
C -1.382 0.037 4.256 -0.1801
C -0.780 0.118 5.546 -0.1762
C 0.340 -0.708 5.782 -0.0305
C -1.311 0.982 6.517 -0.0927
C -2.423 1.739 6.219 -0.1150
C -3.026 1.680 4.975 -0.0512
C -2.533 0.852 3.951 -0.2812
N -3.001 0.866 2.704 0.0411
C -4.272 1.112 2.387 -0.2538
C -5.363 0.701 3.172 -0.0451
C -6.672 0.894 2.768 -0.1088
C -6.972 1.527 1.581 -0.0880
C -5.928 1.968 0.751 -0.1721
C -6.151 2.643 -0.467 -0.0304
C -5.088 3.064 -1.220 -0.0711
C -3.794 2.796 -0.751 -0.1645
N -3.544 2.164 0.369 0.0827
C -4.568 1.753 1.130 -0.1651
H 1.603 -2.229 4.975 0.0961
H 0.337 -2.314 2.816 0.0784
H 0.850 -0.646 6.736 0.1080
H -0.851 1.028 7.495 0.0905
H -2.842 2.396 6.972 0.0939
H -3.885 2.301 4.757 0.1052
H -5.155 0.183 4.099 0.1078
H -7.475 0.542 3.404 0.0954
H -7.999 1.688 1.280 0.0921
H -7.170 2.815 -0.795 0.1077
H -5.229 3.595 -2.151 0.0939
H -2.927 3.126 -1.312 0.1010
C 0.205 4.505 3.009 -0.0313
C -0.138 3.279 2.421 -0.0976
N 0.242 2.927 1.217 0.1081
C 1.003 3.768 0.508 -0.1524
C 1.454 5.008 1.025 -0.1520
C 1.012 5.369 2.310 -0.0166
C 2.319 5.832 0.254 -0.0334
C 2.729 5.448 -0.981 -0.0353
C 2.259 4.238 -1.559 -0.1531
C 2.617 3.830 -2.856 -0.0206
C 2.052 2.697 -3.385 -0.0484
C 1.134 1.980 -2.604 -0.1375
N 0.824 2.308 -1.374 0.1372
C 1.368 3.404 -0.838 -0.1512
H -0.161 4.753 3.994 0.1058
H -0.751 2.567 2.955 0.0988
H 1.316 6.320 2.726 0.1116
H 2.646 6.772 0.679 0.1096
H 3.400 6.069 -1.560 0.1091
H 3.324 4.425 -3.420 0.1118
H 2.304 2.370 -4.385 0.1036
H 0.630 1.105 -2.991 0.1020
N -1.362 -1.862 -4.233 0.1023
C -1.530 -1.543 -2.822 -0.7150
O -0.401 -1.229 -2.131 -0.4059
C -2.706 -2.254 -2.209 -0.0999
C -2.821 -0.796 -2.578 -0.0899
H -0.709 -1.198 -4.639 0.0705
H -0.939 -2.780 -4.329 0.0487
H -2.675 -2.506 -1.158 0.0512
H -3.214 -2.978 -2.831 0.0973
H -2.868 -0.072 -1.775 0.0496
H -3.403 -0.552 -3.455 0.0928
S -0.454 -3.934 -0.026 0.0258
Sb 1.045 -2.830 -1.317 1.1893
C 2.806 -4.057 -0.849 -0.3375
C 4.005 -3.817 -1.502 -0.1304
C 5.127 -4.581 -1.236 -0.1044
C 5.060 -5.601 -0.302 -0.1152
C 3.872 -5.839 0.369 -0.1039
C 2.755 -5.071 0.093 -0.1497
C 1.332 -3.298 -3.421 -0.3110
C 1.866 -2.406 -4.335 -0.1308
C 1.917 -2.716 -5.683 -0.0938
C 1.426 -3.929 -6.133 -0.0989
C 0.905 -4.835 -5.224 -0.0908
C 0.868 -4.521 -3.876 -0.1259
C 2.273 -1.180 -0.647 -0.3048
C 2.635 -1.217 0.690 -0.1243
C 3.632 -0.391 1.177 -0.0723
C 4.304 0.467 0.320 -0.0855
C 3.947 0.508 -1.016 -0.0869
C 2.937 -0.310 -1.493 -0.1331
H 4.068 -3.018 -2.233 0.0925
H 6.054 -4.387 -1.763 0.0944
H 5.937 -6.202 -0.092 0.0913
H 3.811 -6.629 1.105 0.0939
H 1.820 -5.255 0.609 0.0356
H 2.237 -1.449 -4.001 0.0777
H 2.314 -1.996 -6.388 0.0988
H 1.446 -4.166 -7.187 0.0958
H 0.510 -5.776 -5.575 0.0994
H 0.450 -5.220 -3.163 0.1004
H 2.156 -1.930 1.351 0.0889
H 3.911 -0.435 2.220 0.1037
H 5.112 1.087 0.687 0.0995
H 4.473 1.167 -1.695 0.1019
H 2.673 -0.260 -2.538 0.0705
```



# 3
The following is a quantum chemistry calculation of an isolated ion of composition C5H10NO2 and charge +1 at a distorted geometry, from OMol25.

Calculated values
* frontier orbital gap: 11.39 eV
* calculated total energy: -10922.2026 eV
* LUMO energy: -3.5 eV
* SMILES: C[N@@H+]1CCO[C@@H]2O[C@@H]21
* energy relative to the best compared isomer or geometry (same formula, charge and spin): 3.849 eV
* net charge: +1

Geometry as XYZ:
```
18
Properties=species:S:1:pos:R:3:lowdin_charge:R:1
C -2.021 -0.627 -0.195 0.0519
N -0.736 -0.125 0.295 -0.0699
C -0.102 0.966 -0.522 -0.0815
C 1.129 1.600 0.083 -0.0955
O 2.106 0.552 0.023 -0.0334
C 1.675 -0.759 0.223 -0.2102
O 0.900 -1.472 -0.689 0.1209
C 0.291 -1.157 0.442 -0.2635
H -1.877 -1.403 -0.848 0.0908
H -2.488 -1.230 0.565 0.1239
H -2.554 0.182 -0.628 0.1120
H -0.895 0.505 1.206 0.2654
H -0.964 1.474 -0.689 0.0961
H 0.253 0.558 -1.557 0.1994
H 1.625 2.347 -0.664 0.1917
H 1.064 1.952 1.079 0.1225
H 2.440 -1.428 0.693 0.1968
H 0.153 -1.935 1.183 0.1826
```



- Look up the LUMO energy of the first one.
  -9.0 eV



- What is the net charge in the third record?
  +1